# C4H11NS

C4H11NS in the gas phase in a non-equilibrium geometry (ωB97M-V/def2-TZVPD, the OMol25 dataset).

Geometry as ORCA input:
```
! RIJCOSX wB97M-V def2-TZVPD def2/J DEFGRID3
* xyz 0 1
C 1.596 -1.848 -1.506
C 0.695 -0.734 -1.001
S 0.717 -1.127 0.921
C -0.914 -0.078 1.544
N -1.420 0.912 0.609
C -0.820 2.247 0.774
H 2.413 -1.820 -0.876
H 2.012 -1.837 -2.593
H 0.981 -2.825 -1.380
H -0.383 -0.953 -1.251
H 0.999 0.277 -1.472
H -0.679 0.353 2.491
H -1.761 -0.772 1.625
H -1.615 0.612 -0.304
H -1.460 3.024 0.520
H 0.119 2.321 0.104
H -0.479 2.251 1.796
*
```

The calculation puts the largest force on an atom at 4.2 eV Å⁻¹. As for the SMILES: CCSCNC. The value obtained for the relative energy (zero: lowest compared OMol25 entry of this formula, charge and spin) is 1.937 eV.